{"formula": "C36H86N2", "method": "ωB97M-V with the def2-TZVPD basis set", "smiles": "CCN(CC)CC.CCN(CC)CC.CCCCCC.CCCCCC.CCCCCC.CCCCCC", "e_homo_ev": -8.11, "max_force_ev_per_a": 11.65, "charge": 0, "gap_ev": 8.834, "species": ["C", "C", "N", "C", "C", "C", "C", "H", "H", "H", "H", "H", "H", "H", "H", "H", "H", "H", "H", "H", "H", "H", "C", "C", "N", "C", "C", "C", "C", "H", "H", "H", "H", "H", "H", "H", "H", "H", "H", "H", "H", "H", "H", "H", "C", "C", "C", "C", "C", "C", "H", "H", "H", "H", "H", "H", "H", "H", "H", "H", "H", "H", "H", "H", "C", "C", "C", "C", "C", "C", "H", "H", "H", "H", "H", "H", "H", "H", "H", "H", "H", "H", "H", "H", "C", "C", "C", "C", "C", "C", "H", "H", "H", "H", "H", "H", "H", "H", "H", "H", "H", "H", "H", "H", "C", "C", "C", "C", "C", "C", "H", "H", "H", "H", "H", "H", "H", "H", "H", "H", "H", "H", "H", "H"], "positions_angstrom": [[109.61100, 46.01700, 68.24800], [108.65700, 45.07700, 67.53400], [107.20500, 45.68100, 67.51800], [106.45700, 45.82200, 66.21000], [106.17200, 44.41100, 65.57900], [106.54000, 45.07600, 68.64800], [105.17300, 45.86300, 68.99100], [109.66500, 46.90600, 67.67000], [110.51800, 45.68300, 68.38700], [109.18100, 46.20800, 69.07400], [108.61200, 44.03500, 67.90100], [108.87100, 45.02000, 66.29100], [106.86700, 46.51100, 65.41200], [105.66900, 46.35700, 66.40300], [105.76900, 44.58800, 64.60200], [105.52000, 43.85500, 66.11500], [106.99900, 43.76700, 65.39000], [107.02900, 44.81100, 69.71700], [106.32500, 43.98800, 68.41700], [105.25500, 46.89300, 69.10100], [104.90600, 45.36100, 69.96600], [104.54600, 45.55500, 68.13600], [104.23600, 50.74600, 69.16000], [104.99400, 49.90500, 68.14900], [105.21400, 50.71400, 66.87500], [106.64600, 50.72400, 66.46900], [107.16200, 49.37100, 66.11000], [104.32500, 50.15500, 65.83900], [102.83300, 50.35100, 66.12000], [103.35300, 51.03700, 68.71800], [104.68900, 51.79100, 69.35700], [104.16000, 50.10500, 69.98400], [104.80200, 48.82900, 67.99500], [105.91100, 49.97300, 68.72800], [107.32900, 51.44200, 67.12000], [106.60500, 51.10300, 65.45600], [106.63800, 48.85800, 65.33800], [107.33500, 48.61400, 66.99000], [108.16000, 49.41100, 65.77600], [104.55200, 49.06100, 65.62100], [104.63800, 50.64600, 64.85700], [102.40600, 49.98800, 67.01300], [102.32700, 49.97200, 65.25200], [102.55500, 51.22500, 66.14200], [110.12300, 46.74600, 63.82500], [111.26200, 45.84900, 64.12900], [112.57000, 46.64300, 64.34300], [113.16100, 47.23900, 63.02500], [114.54200, 47.87500, 63.32000], [115.22200, 48.26500, 61.92200], [109.10400, 46.04800, 63.88400], [110.08800, 47.27800, 62.89900], [110.01400, 47.40800, 64.74800], [111.58600, 45.15100, 63.31800], [111.25100, 45.39700, 65.07000], [113.10500, 45.77400, 64.67800], [112.62400, 47.35000, 65.23800], [112.41400, 47.74400, 62.50900], [113.21500, 46.45800, 62.36600], [115.12300, 47.05700, 63.57300], [114.48600, 48.69500, 64.04400], [114.58800, 48.89400, 61.52400], [115.38300, 47.45800, 61.38000], [116.11800, 48.71500, 62.17200], [110.25600, 42.22100, 65.00800], [109.61200, 41.41300, 63.98200], [110.46900, 40.18300, 63.62500], [109.76200, 39.28900, 62.56800], [110.65700, 38.29700, 61.69800], [109.85700, 37.63700, 60.67100], [109.52500, 42.95000, 65.30600], [111.10100, 42.86600, 64.53800], [110.63700, 41.87200, 65.83800], [109.26500, 41.94100, 63.11900], [108.82000, 41.17600, 64.66200], [110.76400, 39.35700, 64.31200], [111.39300, 40.60700, 63.35700], [109.34500, 39.73300, 61.85500], [109.00600, 38.84200, 62.99500], [110.68600, 37.35600, 62.37000], [111.59400, 38.48300, 61.34600], [110.33800, 36.96100, 59.96800], [109.34400, 38.30800, 59.93400], [109.20600, 36.95000, 61.22800], [110.80000, 48.79900, 71.22900], [111.25700, 49.17000, 69.82800], [110.43000, 50.14700, 69.08800], [111.03700, 50.73100, 67.76700], [111.52200, 49.69700, 66.72200], [111.84800, 50.22000, 65.35400], [111.60200, 48.35600, 71.94300], [109.86000, 48.20900, 70.89300], [110.78000, 49.76600, 71.93900], [111.34800, 48.27800, 69.30700], [112.31100, 49.54600, 69.80500], [109.82300, 50.91900, 69.59900], [109.51100, 49.80000, 68.62800], [112.03500, 51.23500, 68.24000], [110.34600, 51.42700, 67.41800], [110.67800, 49.14900, 66.57100], [112.27500, 49.12000, 67.17200], [111.06100, 50.86900, 65.00000], [112.00700, 49.41200, 64.67200], [112.72000, 50.91700, 65.40300], [118.12900, 45.81200, 64.99400], [117.21500, 46.61400, 65.94900], [115.99400, 45.73300, 66.41500], [115.21500, 46.51700, 67.57700], [113.94300, 45.76700, 68.12500], [114.37900, 44.36200, 68.82000], [117.64500, 45.46000, 64.08400], [118.68900, 44.89400, 65.46100], [118.96000, 46.31700, 64.49700], [116.95500, 47.48400, 65.35400], [117.91900, 46.80800, 66.67800], [116.50300, 44.76100, 66.82700], [115.42700, 45.69700, 65.47800], [114.87900, 47.47100, 67.04600], [115.85400, 46.75800, 68.61800], [113.22100, 45.66600, 67.53300], [113.56700, 46.33100, 68.76800], [114.97600, 43.56700, 68.21400], [113.26900, 43.81700, 69.01800], [114.74300, 44.54300, 69.88200]], "forces_ev_per_a": [[-2.3915, -0.4426, -6.2563], [-1.7955, 0.6036, -5.0725], [3.4633, 0.2587, 0.7060], [5.1483, -4.2405, -0.5485], [1.1125, 3.0649, -1.3583], [-2.1491, -0.6195, 1.5376], [1.2554, -4.7434, -0.0361], [0.0528, 0.9923, -0.4790], [4.8272, -2.1489, 0.6741], [-2.8543, 1.6817, 6.3382], [0.1410, 0.4526, -0.0482], [0.0052, -0.0573, 3.4079], [0.9760, -0.9204, 1.1685], [-5.1065, 2.2820, 1.4324], [-0.5970, -0.0058, -0.6675], [-2.3317, -1.5761, 1.8613], [1.2620, -0.0406, 0.1767], [0.2854, 1.7403, -2.5877], [-0.5929, 0.7344, -0.0834], [0.4302, 1.7410, 0.0986], [-0.5780, 0.7838, -1.1085], [-0.4689, 0.5254, 0.8165], [0.9408, 1.2453, -1.1089], [2.3359, 2.4431, -0.2344], [-0.1577, -1.4275, 1.2307], [-0.6952, 0.8969, -0.3109], [1.5231, -2.4727, 3.3770], [1.2055, 0.0101, -0.9318], [3.1649, -7.5905, -1.5441], [-2.6812, 0.2781, -0.3488], [0.0828, -2.0647, -0.0772], [-0.6312, -0.2491, 1.8125], [-0.6415, 0.5790, 0.0677], [1.0751, -0.8315, -0.7043], [-1.5282, -1.8034, -1.0861], [0.1075, 1.3317, -0.1246], [-0.7708, -0.1513, -0.4829], [-0.8908, 1.2398, -1.2211], [1.4567, 0.4943, -0.7781], [-0.4206, 0.8528, 0.5233], [-0.7531, -0.2936, 1.0951], [-0.0044, -1.4015, 1.0312], [-0.5297, -0.7710, -0.2544], [-2.1037, 9.6757, 0.0761], [-4.0880, -1.9421, 2.6561], [2.2847, 1.7386, -1.7597], [0.3032, 0.3294, -0.2071], [0.6712, 0.2559, 4.0509], [-1.4043, 0.5488, -3.5006], [-0.1716, 0.1885, 6.1954], [2.2081, 1.8617, -0.3974], [0.3027, 0.3535, -0.4536], [-0.0144, -0.3208, -1.4385], [-0.9009, 0.1049, 0.6258], [-1.2806, -1.4057, 1.2398], [1.6792, -0.0010, 0.0888], [-0.5845, -0.6119, -1.2231], [-1.2209, 2.3289, -0.4918], [1.0553, -2.5397, -1.5949], [1.2579, -1.3772, 1.7068], [0.2220, -0.2860, -0.1641], [-2.9096, 3.4075, -2.7043], [0.5805, -3.8150, -2.5749], [1.9940, 1.1359, 0.0864], [1.2858, 6.1932, -4.6850], [0.2845, -3.0987, 1.9670], [-1.4963, -1.6160, -1.0054], [8.3961, -0.7044, 1.1953], [-2.6220, -3.0116, 4.5345], [-2.1829, -0.6334, -2.4311], [-0.2587, 0.7532, 0.3857], [-0.9693, -0.8508, 0.8120], [1.7619, -2.8668, 4.0544], [-0.0630, 0.3286, -0.4347], [-1.7987, -1.2685, -0.8140], [-0.5008, 1.3459, 0.9391], [1.4216, 0.2603, -1.1472], [-3.5118, 5.0500, -5.7304], [-3.6098, -3.1334, 2.5894], [1.3732, 1.5307, -0.2989], [2.6434, 1.5745, -0.3596], [0.9094, -0.0826, 0.2703], [-0.2223, -0.2727, 0.9312], [-0.8428, 0.4878, -0.7626], [0.5261, 1.4536, 1.6423], [2.2742, 1.5429, 1.3575], [-2.4255, 1.0108, -2.5838], [4.7887, -0.2076, 3.3194], [-0.5516, 2.5249, 0.8628], [1.2829, 1.8262, 0.6940], [-1.3754, -0.6886, -1.9408], [1.1072, 0.8498, 2.2827], [-1.4195, -1.6567, -1.9049], [-0.0613, -1.8075, -1.3414], [-0.5344, 0.0585, 0.2998], [1.5489, 0.3111, 0.7636], [-0.5161, -1.8778, 0.0986], [-2.0721, -0.2684, -1.6594], [-0.8476, 1.4075, -0.9604], [-2.3860, -2.4663, -0.2678], [1.1313, -0.9629, 0.3440], [-0.5537, -0.0440, -0.2525], [0.2492, -0.3068, -0.5845], [-0.2343, -0.7421, -0.2583], [1.1866, -2.1123, -0.4620], [-0.0543, -2.1702, -2.2580], [2.3221, 1.2310, 1.9824], [-0.0572, -0.1075, 0.3068], [10.6567, -4.7183, -0.1026], [-3.5470, -0.8496, 0.3581], [-0.6693, -0.4666, 0.1651], [-1.4136, 1.4872, -0.5071], [0.0651, 0.8840, 0.6501], [-0.4527, 0.4247, 0.5197], [0.7473, 1.1722, 2.2845], [-1.5075, 1.4440, -1.1175], [-0.4820, -0.8896, 0.6169], [0.5061, -0.8096, 1.1402], [-1.1806, -0.4847, -3.2095], [-5.4268, -1.4329, -5.8518], [-2.9207, 4.7566, 6.3743], [-0.8539, 1.8879, 1.0686], [2.9375, 1.1285, -0.4392], [0.0537, -0.3262, -1.5577]]}